1.
A molecular structure, C26H25IrN2P at a distorted geometry. Source: the Open Molecules 2025 dataset; level of theory: ωB97M-V/def2-TZVPD.

Geometry (Å):
C 0.1753 -1.1891 -4.4727
C -1.1742 -1.2818 -3.9834
C -1.1493 -2.0214 -2.7649
C 0.2092 -2.3077 -2.4377
C 1.0338 -1.8154 -3.5086
Ir 0.0214 -0.0558 -2.5962
C -0.8506 1.6438 -3.4324
C 0.5180 2.0609 -3.9660
C 0.7260 2.7721 -5.1272
N 1.3851 1.3769 -3.2023
H -2.0187 -2.3542 -2.2154
H -2.0620 -0.8775 -4.4571
H 0.5575 -2.8228 -1.5496
H 2.1162 -1.9046 -3.5736
H 0.4842 -0.7402 -5.4146
H -1.5869 1.4773 -4.2128
H 2.3834 1.3076 -3.3902
H -1.1909 2.2727 -2.6078
H -0.1476 3.1049 -5.6743
H 1.7325 2.9351 -5.4974
N 0.0789 0.5622 -0.8749
P 0.0736 0.2782 0.7251
C -1.5448 -0.4520 1.0844
C -2.1493 0.1758 2.3070
C -3.1079 -0.7285 2.9881
C -3.8502 -1.5850 2.2134
C -3.5692 -1.7457 0.8349
C -2.4010 -1.1776 0.2825
C 1.6074 -0.6472 1.1042
C 2.1795 -0.6138 2.3940
C 3.4797 -1.0700 2.6139
C 4.2161 -1.6216 1.5607
C 3.6197 -1.7673 0.3022
C 2.3312 -1.2767 0.0736
C -0.0350 1.3846 2.1565
C -0.9796 0.7201 3.1531
C -1.3474 1.5711 4.3103
C -0.4410 2.5015 4.7460
C 0.6230 2.9162 3.9230
C 0.7513 2.4319 2.6044
H -2.7430 1.0481 1.9287
H -3.2673 -0.5931 4.0560
H -4.6678 -2.1582 2.6501
H -4.2112 -2.3729 0.2171
H -2.1841 -1.3439 -0.7700
H 1.6291 -0.1778 3.2264
H 3.9217 -0.9877 3.6051
H 5.2479 -1.9294 1.7137
H 4.1616 -2.2553 -0.5100
H 1.9033 -1.3559 -0.9291
H -0.4508 -0.1498 3.5948
H -2.2721 1.3245 4.8406
H -0.5590 2.9530 5.7324
H 1.3192 3.6644 4.2941
H 1.4748 2.8972 1.9318

Its LUMO energy (alpha / beta) is 2.8 / 1.7 eV. The calculation puts the HOMO energy (alpha / beta) at -0.0652 / -0.0986 Eh. Its total charge is -1. The multiplicity is 5.

Calculated atomic charges, method Löwdin, unit e: C -0.244; C -0.224; C -0.223; C -0.227; C -0.247; Ir 1.369; C -0.218; C -0.618; C -0.049; N -0.135; H 0.089; H 0.108; H 0.101; H 0.098; H 0.110; H 0.043; H 0.048; H 0.042; H 0.007; H 0.008; N -0.375; P 0.872; C -0.290; C -0.346; C -0.098; C -0.162; C -0.157; C -0.137; C -0.244; C -0.080; C -0.093; C -0.103; C -0.087; C -0.088; C -0.229; C -0.294; C -0.027; C -0.116; C -0.094; C -0.092; H 0.152; H 0.075; H 0.084; H 0.065; H 0.041; H 0.091; H 0.097; H 0.093; H 0.099; H 0.046; H 0.155; H 0.107; H 0.095; H 0.091; H 0.110

=====

2.
A molecular structure, C26H25IrN4O5S. Source: the Open Molecules 2025 dataset; level of theory: ωB97M-V/def2-TZVPD.

Geometry (Å):
Ir 0.6584 -0.0197 -1.3476
O 1.8377 -3.2297 1.1029
C 2.1615 -2.4793 0.2279
O 2.0634 -2.7521 -1.0991
C 2.7904 -1.1390 0.3920
C 3.8281 -0.9542 1.2898
C 4.5327 0.2382 1.2754
C 4.2062 1.1847 0.3124
C 3.1353 0.9591 -0.5233
N 2.3710 -0.1561 -0.4303
C 2.7397 1.9000 -1.6404
O 3.4164 2.8798 -1.8815
O 1.6783 1.5197 -2.2761
H 4.0772 -1.7643 1.9615
H 5.3424 0.4092 1.9709
H 4.7570 2.1062 0.1833
C 0.2241 2.2861 3.6547
C -1.2294 2.2492 3.1606
C -1.4163 3.3015 2.0590
C -2.1522 2.6055 4.3262
C -1.5175 0.8564 2.5993
C -2.4426 -0.0213 3.1865
C -2.6603 -1.2914 2.6869
C -1.9351 -1.6945 1.5735
S -1.9242 -3.2248 0.7702
C -0.7493 -2.6207 -0.3523
N -0.3782 -1.3844 -0.1617
C -1.0264 -0.8352 0.9593
C -0.8160 0.4360 1.4808
C -0.2017 -3.5623 -1.3379
C -1.0522 -4.4738 -1.9642
C -0.5654 -5.4361 -2.8299
C 0.7980 -5.5112 -3.0750
C 1.6623 -4.6246 -2.4564
C 1.1659 -3.6615 -1.5965
H 0.4558 3.2673 4.0751
H 0.9218 2.0935 2.8381
H 0.3912 1.5324 4.4266
H -1.2422 4.3000 2.4656
H -2.4313 3.2674 1.6581
H -0.7221 3.1546 1.2311
H -1.9266 3.6160 4.6704
H -2.0153 1.9321 5.1743
H -3.2028 2.5796 4.0296
H -3.0030 0.2880 4.0571
H -3.3680 -1.9575 3.1624
H -0.0979 1.0721 0.9804
H -2.1173 -4.4072 -1.7797
H -1.2474 -6.1225 -3.3125
H 1.1904 -6.2594 -3.7507
H 2.7286 -4.6565 -2.6330
C -1.1200 3.2765 -4.2985
N -0.7075 2.1052 -3.5541
C -1.5710 1.2673 -2.9667
N -2.8905 1.3931 -3.2584
O -1.2354 0.3358 -2.1970
H -0.2280 3.7643 -4.6820
H -1.6635 3.9967 -3.6790
H -1.7356 3.0009 -5.1573
H 0.2339 2.1138 -3.1441
H -3.2518 2.1618 -3.7887
H -3.5240 0.7896 -2.7679

Its LUMO energy (alpha / beta) is -0.1 / -0.1 eV. The calculation puts the HOMO energy (alpha / beta) at -0.2438 / -0.2439 Eh. As for the energy relative to the best compared isomer or geometry (same formula, charge and spin): 1.1992 eV. Its total charge is 0.

Calculated atomic charges, method Löwdin, unit e: Ir 1.041; O 0.162; C -0.427; O 0.056; C -0.161; C 0.009; C -0.044; C 0.013; C -0.164; N -0.040; C -0.589; O 0.065; O -0.214; H 0.125; H 0.108; H 0.125; C -0.040; C -0.558; C -0.044; C -0.071; C -0.159; C -0.021; C -0.071; C -0.454; S 1.153; C -0.491; N -0.062; C -0.261; C 0.027; C -0.148; C -0.044; C -0.074; C -0.064; C 0.018; C -0.194; H 0.086; H 0.079; H 0.091; H 0.085; H 0.091; H 0.077; H 0.085; H 0.084; H 0.088; H 0.101; H 0.110; H 0.086; H 0.103; H 0.105; H 0.108; H 0.127; C -0.073; N 0.039; C -0.576; N 0.187; O -0.147; H 0.092; H 0.089; H 0.084; H 0.092; H 0.087; H 0.113